Entry 1:
An isolated molecule of C5H8O2. Source: the Open Molecules 2025 dataset; level of theory: wB97M-V/def2-TZVPD.

The geometry in XYZ format:
```
15
Properties=species:S:1:pos:R:3:forces:R:3:nbo_charge:R:1
O 2.35791 0.77176 -0.63426 -0.099 -0.230 0.449 -0.545
C 2.13793 0.16308 0.39006 0.038 0.214 -0.257 0.460
C 0.78731 -0.35212 0.81568 -0.020 0.016 -0.064 -0.532
C -0.29839 -0.18562 -0.23010 -0.081 -0.014 0.273 0.230
O 0.08916 -0.55313 -1.51850 0.105 0.083 -0.125 -0.707
C -1.70003 -0.55259 0.11851 -0.081 -0.167 0.063 -0.428
C -1.33293 0.89745 -0.09188 -0.025 0.201 -0.029 -0.441
H 2.96930 -0.06039 1.09034 -0.067 0.061 -0.058 0.114
H 0.52426 0.16458 1.74994 0.025 -0.095 -0.111 0.240
H 0.91694 -1.41069 1.08254 0.010 0.089 -0.052 0.236
H 0.79966 0.06165 -1.76159 -0.069 -0.141 -0.048 0.491
H -1.91408 -0.89427 1.12823 0.052 0.066 -0.160 0.211
H -2.26399 -1.04687 -0.66645 0.077 0.098 0.122 0.232
H -1.67377 1.36320 -1.01139 0.090 -0.073 0.135 0.228
H -1.30781 1.55228 0.77547 0.046 -0.108 -0.138 0.210
```
Forces are in eV/Å.

Summary:
Energy relative to the best compared isomer or geometry (same formula, charge and spin) ... 1.406 eV
Spin multiplicity ... 1
Electronic energy ... -345.75330 Ha
SMILES string ... O=CCC1(O)CC1

Entry 2:
A cluster of 2 separate species, C5H8O2 in total. Source: the Open Molecules 2025 dataset; level of theory: wB97M-V/def2-TZVPD.

The geometry in XYZ format:
```
15
Properties=species:S:1:pos:R:3:forces:R:3:nbo_charge:R:1
C 2.71910 -0.20624 0.08968 0.023 -0.786 -1.742 -0.208
C 1.99094 0.07518 1.08068 -1.147 0.694 1.712 0.061
C -1.81723 1.23102 -0.03210 -1.042 -1.034 -1.112 -0.637
C -1.07238 -0.04016 0.30198 -1.730 0.501 -1.555 -0.318
C -1.31341 -1.23133 -0.21731 0.780 -0.920 0.188 0.139
O 3.84152 -0.56467 -0.47676 2.033 -0.279 -0.730 -0.647
O -0.57858 -2.35762 0.16566 -3.329 -0.629 -2.661 -0.693
H 1.88222 -0.34659 -0.64223 -0.663 0.312 0.531 0.293
H -1.36691 1.99087 0.52042 0.702 1.570 0.686 0.214
H -1.93137 1.55539 -1.08860 0.567 -0.477 0.463 0.211
H -2.83980 1.16550 0.31673 -0.371 -0.024 0.262 0.212
H -0.40004 0.09560 1.08669 1.202 -0.213 1.057 0.221
H 4.61949 -0.12280 -0.12142 -0.090 0.029 0.248 0.499
H -2.06544 -1.46970 -0.98586 0.522 0.160 0.456 0.183
H 0.09780 -2.10816 0.71655 2.542 1.095 2.196 0.472
```
Forces are in eV/Å.

Summary:
Energy relative to the best compared isomer or geometry (same formula, charge and spin) ... 6.161 eV
Spin multiplicity ... 1
Electronic energy ... -345.57856 Ha

Entry 3:
A cluster of 3 separate species, C5H8O2P in total. Source: the Open Molecules 2025 dataset; level of theory: wB97M-V/def2-TZVPD.

The geometry in XYZ format:
```
16
Properties=species:S:1:pos:R:3:forces:R:3:nbo_charge:R:1
C -4.97276 -1.78847 0.20714 -0.827 -1.581 0.825 0.055
C -5.54414 -2.45257 1.03054 0.921 1.044 -1.127 -0.316
C -4.30696 -1.15108 -0.85734 1.356 2.113 0.107 -0.729
C 6.40890 1.27092 0.75552 -1.424 1.806 1.572 -0.389
C 6.95307 0.55578 -0.15471 -0.169 -3.866 -3.172 -0.388
O -1.57590 1.42150 -1.01192 0.614 -0.885 -0.607 -1.165
O -2.85483 2.72693 0.62842 -0.812 0.774 1.061 -1.159
P -2.13007 1.45986 0.37198 0.317 0.262 -0.390 1.357
H -4.97979 -0.75038 -1.53269 -2.097 0.968 -1.259 0.235
H -3.83668 -0.18413 -0.46953 0.329 -1.706 -0.725 0.270
H -3.77499 -1.79131 -1.55906 0.943 -0.086 0.792 0.240
H -5.78775 -3.06256 1.81602 -0.743 -0.903 1.324 0.212
H 6.71013 2.30344 0.70867 -0.354 0.483 0.595 0.188
H 5.57250 0.96101 1.39274 0.758 0.030 0.075 0.210
H 7.48079 1.02374 -0.98849 0.490 -0.281 0.529 0.192
H 6.63848 -0.54267 -0.33729 0.696 1.829 0.398 0.187
```
Forces are in eV/Å.

Summary:
Total charge ... -1
Energy relative to the best compared isomer or geometry (same formula, charge and spin) ... 2.520 eV
Spin multiplicity ... 1
Electronic energy ... -687.12393 Ha

Entry 4:
The ion C5H8O2P with charge -1. Source: the Open Molecules 2025 dataset; level of theory: wB97M-V/def2-TZVPD.

The geometry in XYZ format:
```
16
Properties=species:S:1:pos:R:3:forces:R:3:nbo_charge:R:1
C 2.38136 -2.32005 -1.13342 0.003 0.081 0.613 -0.420
C 1.28590 -1.47038 -1.14830 2.016 0.382 2.641 -0.269
C -0.20857 0.26852 -0.10165 -2.422 -1.598 2.287 -0.515
C 0.93009 -0.75129 0.02219 -1.956 1.272 -2.285 -0.106
C -0.55315 1.27864 0.99940 2.644 -1.255 -0.822 -0.755
O -2.27288 2.93758 2.29620 0.153 -0.747 0.046 -1.175
O -2.89060 1.75890 0.10725 0.231 -5.219 1.035 -1.042
P -2.10229 1.58512 1.60121 -2.100 1.749 -0.087 1.448
H 2.60286 -2.86990 -2.04941 0.413 0.037 0.455 0.180
H 3.01995 -2.39626 -0.18643 -1.041 -0.221 -1.627 0.186
H 0.86274 -1.17692 -2.07481 -0.741 -0.060 -0.708 0.201
H -0.24483 0.88534 -0.94547 0.253 0.066 -2.114 0.221
H -1.19133 -0.36604 -0.03559 1.501 0.609 -0.960 0.234
H 1.29143 -0.98986 0.99479 0.442 -0.246 0.518 0.184
H 0.10824 1.01597 1.76718 1.141 0.368 1.889 0.164
H -3.01893 2.61061 -0.11315 -0.538 4.781 -0.881 0.463
```
Forces are in eV/Å.

Summary:
Total charge ... -1
Energy relative to the best compared isomer or geometry (same formula, charge and spin) ... 4.025 eV
Spin multiplicity ... 1
Electronic energy ... -687.06865 Ha

Entry 5:
An isolated molecule of C5H8O2S. Source: the Open Molecules 2025 dataset; level of theory: wB97M-V/def2-TZVPD.

The geometry in XYZ format:
```
16
Properties=species:S:1:pos:R:3:forces:R:3:nbo_charge:R:1
C 0.88065 -1.94738 0.55813 -0.504 0.850 -0.146 -0.668
C 0.95503 -0.53569 -0.30590 2.445 -4.655 3.044 0.081
O 0.39185 -0.33530 -1.58778 0.537 0.022 0.994 -0.446
C -0.01233 0.41265 -0.42695 -2.641 3.229 -0.688 0.054
C 0.34665 1.94912 -0.49995 -3.179 -0.317 -1.040 -0.639
C -1.35752 0.06348 0.11433 -0.956 -0.749 -4.795 0.304
O -1.60159 0.75867 1.15679 -3.989 -0.491 2.339 -0.639
S -2.50519 -0.78989 -0.83708 1.570 1.046 2.112 -0.157
H -0.24625 -2.27277 1.10966 3.549 1.135 -1.849 0.233
H 1.18388 -2.71336 -0.27055 -0.445 0.937 2.094 0.242
H 1.75557 -1.70977 1.38057 -2.381 -1.297 -1.941 0.220
H 1.89425 -0.12772 0.02091 0.999 0.165 -1.114 0.172
H -0.44441 2.49283 0.29231 2.814 -1.040 -2.185 0.243
H 1.48229 2.07104 -0.33277 -2.106 0.276 -0.431 0.237
H -0.10693 2.16068 -1.67752 1.825 0.039 3.449 0.248
H -2.61597 0.52341 1.30578 2.460 0.851 0.156 0.516
```
Forces are in eV/Å.

Summary:
Energy relative to the best compared isomer or geometry (same formula, charge and spin) ... 4.520 eV
Spin multiplicity ... 1
Electronic energy ... -743.82129 Ha
SMILES string ... C[C@H]1O[C@@]1(C)C(O)=S

Entry 6:
An isolated molecule of C5H8O2S. Source: the Open Molecules 2025 dataset; level of theory: wB97M-V/def2-TZVPD.

The geometry in XYZ format:
```
16
Properties=species:S:1:pos:R:3:forces:R:3:nbo_charge:R:1
C -0.35836 1.50507 0.77482 0.347 -1.242 -2.553 -0.622
C -0.36033 0.46391 -0.58919 -1.541 4.760 -0.080 -0.331
C -1.46776 -0.52789 -0.26199 0.381 0.987 0.516 0.180
S -2.98727 -0.16382 -0.56422 -1.107 -0.680 0.069 0.019
O -0.93691 -1.55415 0.49017 -2.296 0.679 -2.097 -0.469
C 0.44192 -1.42160 0.37186 1.364 0.962 1.043 -0.091
C 0.72110 -0.45266 -0.76434 3.666 -1.603 0.772 0.063
O 2.16580 -0.01999 -0.83712 -1.721 -0.304 0.188 -0.735
H 0.49175 2.32937 0.68441 -1.815 -2.145 0.754 0.238
H -1.38204 1.90328 0.79834 0.537 0.507 -0.456 0.234
H -0.46586 0.71929 1.53050 1.234 0.919 0.858 0.213
H -0.49989 1.17976 -1.49424 -0.322 -1.641 1.447 0.251
H 0.69014 -1.01201 1.32205 1.196 0.380 0.815 0.173
H 0.93499 -2.32978 0.22899 0.509 -1.677 -0.145 0.198
H 0.48603 -1.11235 -1.62045 0.847 0.851 -0.429 0.196
H 2.52669 0.49358 -0.06960 -1.278 -0.754 -0.702 0.482
```
Forces are in eV/Å.

Summary:
Energy relative to the best compared isomer or geometry (same formula, charge and spin) ... 2.445 eV
Spin multiplicity ... 1
Electronic energy ... -743.89755 Ha
SMILES string ... C[C@@H]1C(=S)OC[C@@H]1O

Entry 7:
An isolated molecule of C5H8O3. Source: the Open Molecules 2025 dataset; level of theory: wB97M-V/def2-TZVPD.

The geometry in XYZ format:
```
16
Properties=species:S:1:pos:R:3:forces:R:3:nbo_charge:R:1
C -2.13727 -0.21073 -0.38822 0.229 -0.466 -0.222 -0.669
C -0.88878 0.58963 -0.21194 2.452 -0.512 -1.064 0.129
O -0.30717 0.63181 1.03578 -0.002 0.771 1.463 -0.500
C 0.68722 0.19138 0.14189 -2.138 -0.370 -0.936 0.118
C 1.86986 1.09153 -0.04867 -0.495 0.573 0.006 -0.646
C 0.92466 -1.28019 0.09791 0.099 -0.122 0.456 0.744
O 1.76895 -1.79277 -0.58661 -0.359 0.080 0.114 -0.569
O 0.10805 -2.00571 0.89842 0.117 -0.009 0.092 -0.679
H -2.46202 -0.15472 -1.42699 -0.042 0.038 0.037 0.229
H -2.92826 0.20220 0.24783 0.152 0.008 -0.045 0.232
H -2.00027 -1.26333 -0.14263 -0.047 0.002 0.082 0.234
H -0.79424 1.43802 -0.88526 -0.228 0.621 0.637 0.181
H 2.62959 0.58189 -0.61346 0.242 -0.181 -0.303 0.250
H 1.59308 2.02512 -0.55930 0.070 -0.254 0.137 0.220
H 2.29051 1.35973 0.92978 -0.177 -0.100 -0.129 0.229
H -0.35390 -1.40385 1.51146 0.128 -0.079 -0.325 0.496
```
Forces are in eV/Å.

Summary:
Energy relative to the best compared isomer or geometry (same formula, charge and spin) ... 1.465 eV
Spin multiplicity ... 1
Electronic energy ... -421.00224 Ha
SMILES string ... C[C@H]1O[C@@]1(C)C(=O)O

Entry 8:
An isolated molecule of C5H8O3. Source: the Open Molecules 2025 dataset; level of theory: wB97M-V/def2-TZVPD.

The geometry in XYZ format:
```
16
Properties=species:S:1:pos:R:3:forces:R:3:nbo_charge:R:1
C 1.69493 -0.25269 -0.17924 -0.165 0.195 0.174 -0.641
C 0.57823 0.74465 0.11574 -0.012 -0.523 0.062 0.121
O 0.94625 2.05788 -0.24816 0.080 0.368 -0.102 -0.716
C -0.70824 0.42983 -0.68787 0.129 0.361 0.015 -0.537
C -1.76956 -0.15614 0.19554 0.390 0.236 -0.440 0.488
O -2.75156 0.42422 0.58177 0.012 -0.239 0.116 -0.478
C -1.53706 -1.60388 0.62851 -0.542 -0.243 0.505 0.345
O -0.71822 -2.33420 0.14637 0.030 0.108 -0.114 -0.481
H 2.56037 -0.04981 0.45013 0.106 0.013 0.036 0.203
H 1.35677 -1.26741 0.01190 0.062 -0.048 -0.003 0.236
H 1.99326 -0.16855 -1.22272 -0.007 0.004 -0.085 0.214
H 0.34657 0.72127 1.19605 0.027 -0.017 -0.168 0.152
H 1.77929 2.28367 0.17887 -0.018 -0.045 0.007 0.471
H -1.06695 1.37126 -1.10622 -0.078 -0.137 0.038 0.257
H -0.47604 -0.27171 -1.48995 -0.011 0.018 -0.033 0.237
H -2.22806 -1.92840 1.42928 -0.004 -0.051 -0.007 0.127
```
Forces are in eV/Å.

Summary:
Energy relative to the best compared isomer or geometry (same formula, charge and spin) ... 1.295 eV
Spin multiplicity ... 1
Electronic energy ... -421.00848 Ha
SMILES string ... C[C@@H](O)CC(=O)C=O